Record 1
DFT (ωB97M-V/def2-TZVPD) results for a molecular structure, C18H27ClNO4P2Pb.

Each line ends with the natural charge from an NBO analysis.
Element x y z (Å)
Pb  -0.2356  -1.2677  -0.1942  1.038
P  -1.3273  0.4217  -2.2174  0.880
C  0.1596  0.7237  -3.1195  -0.779
C  1.4096  0.8987  -2.5155  0.302
N  1.5284  0.7913  -1.1308  -0.601
C  2.6941  0.9174  -0.4498  0.252
C  3.8449  1.2232  -1.1384  -0.305
C  3.8033  1.3579  -2.5303  -0.132
C  2.6086  1.1894  -3.2029  -0.272
C  2.6403  0.6797  1.0450  -0.753
P  1.9371  -0.9646  1.4598  0.890
H  2.5521  1.2839  -4.2832  0.239
H  4.7669  1.3479  -0.5750  0.235
H  4.7163  1.5996  -3.0673  0.237
H  3.6583  0.7299  1.4580  0.257
H  2.0230  1.4455  1.5474  0.273
H  0.6531  -3.4929  -5.7619  0.473
H  0.1264  0.7136  -4.2155  0.252
H  3.0264  -4.5487  -1.5461  0.478
O  0.0414  -2.9951  -5.2443  -0.947
H  -0.8306  -3.2925  -5.5584  0.475
H  0.6710  0.5795  -0.5703  0.388
O  2.2200  -4.1114  -1.3438  -0.952
H  1.8816  -3.7919  -2.1955  0.480
C  3.3132  -2.1058  1.1447  -0.957
H  3.9004  -2.2542  2.0619  0.249
H  2.8989  -3.0629  0.8024  0.275
H  3.9644  -1.7222  0.3485  0.257
C  1.7079  -0.9270  3.2577  -0.944
H  0.8039  -1.5065  3.4942  0.264
H  2.5714  -1.3825  3.7629  0.252
H  1.5695  0.1032  3.6140  0.263
C  -1.9690  2.0305  -1.6388  -0.956
H  -2.9169  2.2624  -2.1441  0.246
H  -2.1349  1.9918  -0.5529  0.259
H  -1.2390  2.8196  -1.8594  0.256
C  -2.5398  -0.1970  -3.4224  -0.929
H  -3.3255  -0.7423  -2.8805  0.252
H  -2.9965  0.6373  -3.9725  0.251
H  -2.0468  -0.8851  -4.1220  0.258
Cl  -5.7720  2.3134  5.6157  0.048
C  -4.5731  1.6704  4.5738  -0.009
C  -3.7725  2.5405  3.8152  -0.257
C  -2.8113  2.0124  2.9512  -0.102
C  -2.6600  0.6272  2.8334  -0.213
C  -3.4443  -0.2376  3.6019  -0.148
C  -4.3994  0.2790  4.4801  -0.237
C  -1.6901  0.0625  1.8509  0.789
O  -0.8904  0.8456  1.2240  -0.768
O  -1.7075  -1.2043  1.6442  -0.753
H  -3.9080  3.6149  3.9046  0.236
H  -2.1763  2.6716  2.3636  0.228
H  -3.3095  -1.3140  3.5104  0.241
H  -5.0158  -0.3791  5.0873  0.238

Calculated values
2S+1: 1
Total charge: +1
Frontier orbital gap (alpha / beta): 6.8 / 6.8 eV
Highest occupied orbital energy (alpha / beta): -9.98 / -9.98 eV
ΔE to the lowest compared entry with this formula, charge and spin: 0.00 kJ/mol

***

Record 2
DFT (ωB97M-V/def2-TZVPD) results for a molecular structure, C18H27EuN3S2.

Each line ends with the Mulliken spin population.
Element x y z (Å)
Eu  0.0693  -0.3073  -0.1676  6.971
S  1.8709  -1.9855  -0.4685  -0.001
S  -0.9372  1.4936  -1.4909  -0.005
C  2.7761  -1.8662  -2.0509  0.012
C  0.6362  -3.2905  -0.8598  0.012
C  -0.4362  -2.8442  -1.8284  -0.001
N  -1.2105  -1.6912  -1.3178  0.010
C  -1.9462  -0.9752  -2.3831  -0.007
C  -2.3547  0.4191  -1.9631  0.024
H  0.2142  -3.5752  0.1024  0.000
H  1.1616  -4.1595  -1.2507  0.000
H  -1.0901  -3.6889  -2.0605  -0.001
H  0.0228  -2.5390  -2.7655  0.001
H  -2.8321  -1.5332  -2.6974  -0.002
H  -1.2916  -0.9175  -3.2489  0.000
H  -2.9978  0.4028  -1.0852  -0.001
H  -2.9094  0.9083  -2.7613  0.000
C  -0.1401  1.7652  -3.1141  0.010
H  -1.8895  -2.0420  -0.6490  -0.001
H  0.1916  0.8350  -3.5626  -0.003
H  0.7222  2.3970  -2.9288  -0.001
H  -0.8260  2.2847  -3.7763  -0.001
H  3.5406  -1.1094  -1.9093  -0.001
H  2.1281  -1.5658  -2.8671  -0.003
H  3.2535  -2.8157  -2.2736  -0.001
C  -3.6654  -2.3835  3.5787  0.000
C  -2.8903  -1.5721  4.2807  0.000
H  -3.4402  -3.4368  3.4701  0.000
H  -4.5600  -2.0307  3.0813  0.000
H  -1.9957  -1.9249  4.7779  0.000
H  -3.1155  -0.5188  4.3893  0.000
C  3.6715  2.1741  -1.3486  -0.005
C  3.7462  2.8813  -0.1494  0.013
C  2.8034  2.6722  0.8606  -0.005
C  1.7791  1.7181  0.6900  0.027
N  1.7885  0.9944  -0.5173  -0.037
C  2.6657  1.2286  -1.5261  0.016
C  0.6055  1.5543  1.8098  -0.013
C  0.5668  2.4047  2.9337  0.003
C  -0.5160  2.3523  3.8145  0.004
C  -1.5737  1.4725  3.5916  0.000
C  -1.5340  0.6034  2.4961  -0.001
N  -0.4659  0.6509  1.6796  -0.014
H  4.3867  2.3651  -2.1378  0.000
H  4.5261  3.6191  -0.0093  0.000
H  2.8925  3.2762  1.7471  0.000
H  2.5858  0.7098  -2.4655  -0.005
H  1.3263  3.1383  3.1372  0.000
H  -0.5518  3.0251  4.6621  0.000
H  -2.4166  1.4955  4.2660  0.000
H  -2.3450  -0.0685  2.2657  0.003

Calculated values
2S+1: 8
<S²>: 15.762
Total charge: +2
Frontier orbital gap (alpha / beta): 6.5 / 8.4 eV
Highest occupied orbital energy (alpha / beta): -12.96 / -14.94 eV

***

Record 3
DFT (ωB97M-V/def2-TZVPD) results for a single C18H27F3NO5P molecule.

Each line ends with the natural charge from an NBO analysis.
Element x y z (Å)
C  -3.9699  -3.1707  -1.0098  -0.626
C  -2.8304  -2.2788  -1.4296  -0.053
O  -1.8963  -2.1659  -0.3157  -0.837
P  -1.1014  -0.8367  0.0553  2.423
C  0.5658  -1.1135  -0.6552  -0.743
C  0.5692  -0.8648  -2.1637  0.840
O  1.5909  -0.6213  -2.8035  -0.617
O  -0.6416  -0.9129  -2.7342  -0.533
C  -0.8047  -0.1711  -3.9969  -0.075
C  -1.2439  1.2381  -3.7147  -0.660
O  -1.7476  0.4554  -0.2856  -1.101
O  -0.8234  -1.0827  1.6141  -0.850
C  -1.4774  -0.3582  2.7015  -0.054
C  -1.6668  -1.2952  3.8713  -0.630
H  -4.6596  -3.2377  -1.8542  0.215
H  -3.6275  -4.1823  -0.7755  0.214
H  -4.5012  -2.7526  -0.1487  0.215
H  -2.2873  -2.7261  -2.2711  0.185
H  -3.1806  -1.2742  -1.7092  0.201
H  0.7491  -2.1919  -0.5232  0.289
H  0.1516  -0.2125  -4.5148  0.216
H  -1.5496  -0.7579  -4.5341  0.191
H  -1.8738  1.6208  -4.5245  0.223
H  -1.7855  1.3078  -2.7627  0.256
H  -0.3649  1.9000  -3.6816  0.211
H  -0.8318  0.4906  2.9692  0.188
H  -2.4418  0.0274  2.3402  0.202
H  -1.9193  -0.7165  4.7630  0.219
H  -2.4888  -1.9906  3.6721  0.214
H  -0.7686  -1.8806  4.0818  0.218
C  3.4777  -2.0987  0.1329  -0.403
N  2.5545  -1.1776  0.7659  -0.472
C  2.2241  -1.4786  2.1361  -0.420
C  1.7190  -0.3755  -0.0809  -0.093
C  1.3854  1.0522  0.3824  0.074
C  1.5153  1.5468  1.6877  -0.177
C  1.4023  2.9268  1.9141  -0.189
C  1.1599  3.7861  0.8490  -0.164
C  1.1927  5.2772  1.0696  0.980
F  1.3169  5.9650  -0.1076  -0.329
F  0.0577  5.7420  1.6797  -0.329
F  2.2532  5.6411  1.8603  -0.330
C  0.8669  3.2900  -0.4144  -0.163
C  1.0079  1.9225  -0.6413  -0.226
H  3.3842  -3.0931  0.5832  0.183
H  3.2950  -2.1648  -0.9460  0.204
H  4.5164  -1.7770  0.2971  0.189
H  2.3961  -2.5515  2.3181  0.186
H  2.8778  -0.9132  2.8205  0.176
H  1.1690  -1.2527  2.3523  0.217
H  2.4068  -0.1960  -0.9126  0.260
H  1.7142  0.8954  2.5361  0.213
H  1.5137  3.3191  2.9215  0.225
H  0.5658  3.9489  -1.2186  0.231
H  0.8845  1.5201  -1.6453  0.217

Calculated values
Structure (SMILES): CCOC(=O)[C@@H]([C@@H](c1ccc(C(F)(F)F)cc1)N(C)C)P(=O)(OCC)OCC
2S+1: 1
Total charge: 0
Frontier orbital gap: 8.7 eV
Highest occupied orbital energy: -8.05 eV
ΔE to the lowest compared entry with this formula, charge and spin: 0.00 kJ/mol

***

Record 4
DFT (ωB97M-V/def2-TZVPD) results for 6 unconnected molecules or ions with the total composition C18H27F6N3O17P.

Each line ends with the Löwdin charge.
Element x y z (Å)
N  0.9471  1.4445  4.5976  -0.084
P  -0.3189  1.2564  3.7680  0.475
O  -1.4139  0.2582  4.3489  -0.086
O  -0.0991  0.7738  2.2891  -0.083
N  -1.1745  2.8152  3.4456  -0.106
C  -1.8522  3.3634  4.7215  -0.202
N  -3.2454  3.0737  4.7938  0.056
C  -0.1815  3.7540  2.8101  -0.116
C  -0.6230  4.1695  1.4094  -0.185
F  0.1284  5.2652  1.0858  -0.005
H  0.9189  0.8549  5.4235  0.031
H  -1.7335  0.4889  5.2343  0.101
H  -0.9322  0.7164  1.7722  0.065
H  -1.9399  2.5941  2.7868  0.102
H  -1.3275  2.9199  5.5667  0.121
H  -1.7289  4.4413  4.7210  0.136
H  -3.4600  2.0992  4.6158  0.075
H  -3.7806  3.6285  4.1352  0.098
H  -0.0356  4.6287  3.4390  0.137
H  0.7959  3.2813  2.7339  0.112
H  -1.6861  4.4068  1.3482  0.130
H  -0.3609  3.3872  0.6970  0.121
C  -4.9939  -0.6609  0.5070  0.005
C  -4.1054  -1.2688  1.5854  -0.281
O  -2.9810  -0.3903  1.5087  0.120
C  -3.3951  0.7980  1.0770  -0.577
O  -2.7083  1.7915  1.1875  0.097
O  -4.6105  0.7392  0.5661  0.115
F  -3.7138  -2.5193  1.3244  0.123
H  -4.7549  -1.0541  -0.4802  0.142
H  -6.0551  -0.7710  0.7033  0.148
H  -4.5284  -1.2297  2.5908  0.178
C  0.2373  0.0307  -1.2394  -0.029
C  0.2098  0.8328  -2.5277  -0.294
O  -1.0958  0.5634  -3.0142  0.151
C  -1.8886  0.3005  -1.9523  -0.535
O  -3.0759  0.2695  -1.9643  0.191
O  -1.1435  0.0663  -0.8464  0.047
F  1.1250  0.3847  -3.4133  0.084
H  0.5338  -1.0022  -1.4235  0.141
H  0.8750  0.4607  -0.4714  0.133
H  0.3349  1.9098  -2.4045  0.176
C  3.8574  0.8473  2.9079  -0.072
C  4.4368  -0.4891  3.3197  -0.311
O  4.7884  -1.0542  2.0735  0.134
C  5.0578  -0.0316  1.2097  -0.547
O  5.6059  -0.1492  0.1697  0.191
O  4.5947  1.1397  1.7195  0.067
F  3.5160  -1.2777  3.9266  0.072
H  2.7973  0.7622  2.6681  0.107
H  3.9950  1.6283  3.6501  0.137
H  5.3228  -0.4291  3.9531  0.176
C  -1.5587  -3.6992  -4.4951  -0.036
C  -0.3167  -3.5212  -3.6469  -0.312
O  -0.8324  -3.6375  -2.3337  0.118
C  -1.9448  -4.4347  -2.3935  -0.546
O  -2.4673  -4.9260  -1.4537  0.188
O  -2.3482  -4.5685  -3.6771  0.081
F  0.2242  -2.2852  -3.7853  0.057
H  -2.0833  -2.7517  -4.6308  0.145
H  -1.3625  -4.1480  -5.4641  0.145
H  0.4519  -4.2746  -3.8070  0.162
C  3.2990  -1.3480  -5.2965  -0.060
C  3.5491  -2.8195  -5.0286  -0.304
O  3.9045  -3.3035  -6.2997  0.134
C  4.4706  -2.2661  -6.9961  -0.537
O  5.0989  -2.3838  -7.9871  0.201
O  4.2054  -1.0917  -6.3685  0.076
F  2.4255  -3.4555  -4.5968  0.054
H  2.2755  -1.1680  -5.6288  0.139
H  3.5188  -0.7136  -4.4426  0.135
H  4.3564  -3.0220  -4.3231  0.176

Calculated values
2S+1: 1
Total charge: +1
Frontier orbital gap: 9.8 eV
Highest occupied orbital energy: -12.86 eV

***

Question: What is the 2S+1 in the fourth record?
Answer: 1